# 1
Molecular formula: C27H21FN5O4SV
Method: DFT, wB97M-V/def2-TZVPD

CARTESIAN COORDINATES (ANGSTROEM)
V 0.383 0.109 0.680
O -2.276 -2.992 2.001
C -1.572 -1.864 1.811
O -0.378 -1.899 1.474
C -2.198 -0.601 2.018
C -3.425 -0.342 2.636
C -3.730 0.949 2.990
C -2.753 1.959 2.803
C -1.586 1.648 2.178
N -1.333 0.406 1.676
C -0.379 2.550 2.086
O -0.426 3.704 2.467
O 0.638 1.908 1.607
H -1.665 -3.718 1.810
H -4.090 -1.168 2.851
H -4.671 1.176 3.474
H -2.876 2.967 3.173
S 0.572 -1.585 -1.016
C 1.413 -0.626 -2.187
N 2.059 -1.091 -3.261
N 2.054 -2.423 -3.369
C 2.682 -3.038 -4.436
C 3.281 -2.294 -5.455
C 3.899 -2.953 -6.506
C 3.936 -4.340 -6.569
C 3.338 -5.072 -5.548
C 2.716 -4.434 -4.491
N 1.505 0.695 -2.017
N 0.956 1.127 -0.876
C 0.924 2.570 -0.937
C -0.296 3.219 -0.959
C -0.344 4.606 -1.013
C 0.830 5.341 -1.054
C 2.054 4.680 -1.046
C 2.103 3.297 -0.990
H 1.623 -2.978 -2.637
H 3.250 -1.216 -5.401
H 4.361 -2.367 -7.292
H 4.423 -4.843 -7.394
H 3.359 -6.155 -5.573
H 2.259 -5.009 -3.694
H -1.207 2.632 -0.922
H -1.303 5.109 -1.010
H 0.794 6.423 -1.083
H 2.976 5.247 -1.076
H 3.046 2.768 -0.982
F 4.845 -4.861 -0.323
C 4.226 -3.762 0.194
C 4.456 -2.529 -0.380
C 3.814 -1.422 0.154
C 2.938 -1.524 1.238
C 2.175 -0.339 1.705
C 2.758 -2.790 1.795
C 3.394 -3.914 1.281
H 5.111 -2.446 -1.238
H 3.961 -0.452 -0.311
H 2.745 0.586 1.617
H 1.823 -0.438 2.736
H 2.081 -2.901 2.634
H 3.246 -4.897 1.709

Cartesian forces, eV/Å:
V 0.29 -0.51 0.68
O -0.01 -0.09 0.04
C -0.09 0.19 0.00
O 0.07 0.18 -0.08
C 0.20 -0.18 -0.03
C -0.10 0.07 0.00
C 0.02 -0.04 -0.01
C -0.12 0.07 0.04
C 0.08 -0.26 -0.13
N -0.38 0.42 0.21
C 0.11 -0.21 -0.22
O 0.05 0.08 0.05
O -0.14 0.13 0.15
H -0.01 -0.01 -0.01
H 0.00 0.01 0.00
H 0.00 0.01 0.00
H -0.02 -0.01 0.02
S -0.05 -0.15 -0.17
C 0.33 -0.11 -0.10
N -0.19 -0.11 0.28
N 0.05 0.12 -0.33
C -0.05 0.01 0.14
C 0.02 -0.05 -0.06
C 0.00 0.02 0.00
C -0.03 0.02 0.04
C 0.00 -0.02 -0.01
C 0.01 -0.02 -0.02
N -0.30 0.12 0.47
N 0.34 0.47 -0.96
C -0.07 -0.21 0.15
C -0.09 0.09 0.00
C 0.01 -0.03 0.00
C 0.05 -0.04 -0.01
C -0.05 0.01 0.00
C 0.06 0.03 -0.03
H 0.02 0.01 0.07
H 0.01 0.00 -0.01
H 0.00 0.00 0.00
H 0.00 0.00 0.00
H 0.00 0.00 0.00
H 0.01 0.00 0.00
H 0.00 0.00 0.00
H 0.01 0.00 0.00
H 0.01 0.00 0.00
H 0.00 0.00 0.00
H 0.00 0.01 0.01
F 0.01 -0.01 0.00
C 0.00 -0.01 0.00
C -0.02 0.06 0.00
C 0.07 0.00 -0.08
C -0.08 0.17 0.04
C -0.01 -0.17 -0.28
C -0.03 -0.07 0.05
C -0.03 0.03 0.03
H 0.00 0.00 0.00
H 0.00 -0.01 0.00
H 0.03 0.00 0.02
H 0.02 -0.02 0.01
H 0.01 -0.01 -0.01
H 0.00 0.01 0.00

Summary:
HOMO energy (spin up / spin down) in eV: -3.55 / -4.78
2S+1: 4
Total charge: -1


# 2
Molecular formula: C34H25Cl3IN7O2PrS
Method: DFT, wB97M-V/def2-TZVPD

CARTESIAN COORDINATES (ANGSTROEM)
Pr 1.003 1.006 -0.713
N -3.489 -7.679 2.736
C -2.857 -6.841 2.265
C -2.081 -5.772 1.683
C -0.736 -5.955 1.384
C 0.000 -4.913 0.844
C -0.599 -3.685 0.585
C -1.954 -3.516 0.872
C -2.693 -4.545 1.426
C 0.168 -2.533 0.026
C -0.152 -2.148 -1.284
C -0.843 -2.938 -2.235
C -0.782 -2.265 -3.438
C -0.098 -1.065 -3.177
N 0.290 -0.980 -1.901
C 1.183 -1.988 0.818
C 1.684 -2.537 2.029
C 2.821 -1.828 2.347
C 2.955 -0.846 1.344
N 1.988 -0.920 0.435
H -0.268 -6.911 1.577
H 1.048 -5.057 0.611
H -2.431 -2.562 0.675
H -3.741 -4.410 1.657
H -1.272 -3.913 -2.048
H -1.172 -2.582 -4.394
H 0.107 -0.260 -3.871
H 1.263 -3.378 2.561
H 3.488 -1.993 3.180
H 3.735 -0.098 1.264
C 3.374 4.212 0.468
C 1.904 4.250 0.721
N 0.992 3.343 0.401
C -0.220 3.815 0.897
C -0.031 5.004 1.510
N 1.319 5.261 1.397
H 3.668 3.249 0.063
H 3.921 4.386 1.396
H 3.672 4.978 -0.248
H -1.134 3.259 0.787
H -0.716 5.673 2.006
H 1.794 6.077 1.745
I -1.725 -1.681 4.523
C -0.366 -0.242 3.887
C 0.577 0.280 4.752
C 1.497 1.187 4.249
C 1.439 1.520 2.911
N 0.518 1.040 2.071
C -0.369 0.171 2.563
H 0.604 -0.024 5.790
H 2.260 1.615 4.884
H 2.155 2.217 2.489
H -1.111 -0.221 1.873
Cl 2.790 4.700 -3.026
C 3.344 3.045 -3.443
Cl 5.062 2.890 -3.144
Cl 2.974 2.703 -5.124
C 2.520 2.106 -2.516
O 1.321 1.906 -2.821
O 3.055 1.649 -1.468
S -2.213 3.336 -3.513
C -1.189 3.103 -2.170
N -1.313 1.985 -1.519
C -2.344 1.221 -2.081
C -2.800 -0.006 -1.603
C -3.825 -0.638 -2.268
C -4.409 -0.063 -3.406
C -3.979 1.156 -3.885
C -2.944 1.795 -3.203
H -0.482 3.876 -1.891
H -2.330 -0.450 -0.735
H -4.181 -1.597 -1.911
H -5.212 -0.582 -3.914
H -4.435 1.610 -4.756

Cartesian forces, eV/Å:
Pr -1.35 -0.93 2.02
N 0.11 0.13 -0.08
C 0.02 -0.01 0.00
C -0.22 0.06 0.06
C 0.08 -0.09 0.01
C 0.10 -0.05 -0.04
C -0.07 0.09 0.01
C 0.01 0.01 -0.01
C 0.03 -0.08 -0.02
C 0.05 -0.14 -0.22
C -0.15 0.09 0.14
C -0.04 -0.09 -0.05
C -0.09 -0.06 -0.03
C -0.02 0.05 0.02
N 0.01 -0.15 -0.12
C -0.06 -0.09 0.04
C -0.02 -0.01 0.08
C 0.01 0.01 0.12
C 0.05 0.03 -0.02
N 0.20 -0.29 -0.13
H -0.01 0.02 -0.01
H -0.04 0.01 0.00
H 0.02 -0.02 -0.02
H 0.03 0.00 0.00
H 0.02 0.09 -0.02
H 0.03 0.02 0.07
H 0.01 -0.02 0.02
H 0.05 0.10 0.00
H -0.05 0.03 -0.07
H -0.01 0.01 0.00
C -0.08 0.01 0.07
C -0.07 -0.02 0.06
N 0.03 0.53 -0.09
C 0.17 -0.06 -0.05
C 0.06 0.06 0.03
N -0.07 0.12 0.00
H 0.01 -0.03 -0.02
H -0.01 -0.01 -0.02
H -0.02 0.01 0.00
H 0.00 -0.01 -0.01
H 0.09 -0.04 -0.02
H 0.02 0.01 0.01
I 0.01 0.04 -0.05
C -0.11 -0.11 0.04
C 0.06 0.03 0.02
C 0.01 -0.03 0.11
C -0.05 0.21 -0.11
N -0.16 -0.36 0.07
C 0.08 0.08 -0.12
H 0.00 0.01 0.00
H -0.03 -0.01 -0.02
H 0.00 -0.03 0.00
H 0.03 0.00 0.02
Cl 0.01 -0.12 -0.03
C -0.07 -0.04 0.09
Cl 0.01 0.04 0.04
Cl -0.01 -0.01 0.00
C 0.51 0.39 -0.54
O 0.54 0.22 -0.62
O 0.56 0.38 -0.62
S -0.06 0.05 -0.03
C -0.07 0.09 -0.02
N -0.30 -0.04 -0.05
C 0.05 0.03 0.05
C 0.10 -0.01 0.08
C -0.04 -0.06 0.01
C 0.00 0.01 -0.02
C -0.01 0.03 0.00
C 0.01 0.03 0.01
H 0.06 -0.12 -0.06
H -0.03 -0.06 0.01
H 0.02 0.06 -0.04
H 0.03 0.02 0.02
H 0.01 -0.04 0.04

Summary:
HOMO energy (spin up / spin down) in eV: -10.10 / -10.09
2S+1: 3
Total charge: +1


# 3
Molecular formula: C5H12O2
Method: DFT, wB97M-V/def2-TZVPD

CARTESIAN COORDINATES (ANGSTROEM)
C -0.544 2.037 -1.484
C 0.609 1.366 -0.735
C -0.028 -1.006 2.326
O 0.109 -2.397 2.267
C 0.305 -0.345 1.013
C 0.164 0.914 0.630
H -0.226 2.336 -2.483
H -0.896 2.974 -1.038
H -1.397 1.361 -1.414
H 1.494 2.001 -0.651
H 0.861 0.470 -1.303
H -1.045 -0.767 2.626
H 0.626 -0.607 3.115
H 0.896 -2.725 1.855
H 0.718 -1.026 0.269
H -0.228 1.643 1.336
H -0.642 -2.493 -2.780
H -0.140 -2.016 -1.378
O -0.636 -1.719 -2.169

Cartesian forces, eV/Å:
C 0.15 0.64 0.47
C -0.66 0.08 0.22
C 0.87 0.83 -0.04
O -1.40 -0.80 0.50
C -0.11 -0.29 -0.18
C 0.47 -0.13 0.25
H -0.34 -0.50 -0.24
H 0.27 -0.08 0.34
H -0.01 -0.04 -0.73
H -0.06 0.07 -0.10
H 0.29 0.04 -0.02
H -0.17 -0.26 -0.01
H -0.06 0.04 -0.08
H 0.76 0.36 -0.30
H 0.10 -0.09 0.08
H -0.07 0.13 -0.13
H 0.04 0.88 0.79
H -0.53 0.16 -0.72
O 0.43 -1.05 -0.09

Summary:
HOMO energy in eV: -9.33
SMILES: CC/C=C/CO.O
2S+1: 1


# 4
Molecular formula: C24H40Cl3NO2RuSi3Te
Method: DFT, wB97M-V/def2-TZVPD

CARTESIAN COORDINATES (ANGSTROEM)
Ru 0.227 -0.772 -0.958
C 1.832 2.081 1.341
Si 0.226 1.274 1.903
C 0.089 1.503 3.775
C -1.121 2.438 1.277
C 0.150 -0.549 1.420
Si -1.160 -1.518 2.345
C -2.859 -0.691 2.419
C -1.463 -3.244 1.661
C -0.720 -1.795 4.165
Si 1.810 -1.292 1.794
C 2.762 -0.731 3.324
C 1.970 -3.163 1.931
C 2.916 -0.791 0.316
C 4.288 -0.578 0.394
C 5.003 -0.172 -0.717
C 4.330 0.018 -1.913
C 2.970 -0.208 -1.949
N 2.290 -0.601 -0.864
H 1.769 3.150 1.568
H 1.958 1.987 0.261
H 2.725 1.696 1.833
H 0.291 2.552 4.013
H 0.775 0.890 4.357
H -0.927 1.287 4.117
H -1.021 3.352 1.871
H -2.141 2.079 1.408
H -0.974 2.722 0.236
H -3.508 -1.006 1.598
H -2.827 0.398 2.428
H -3.346 -1.007 3.346
H -1.647 -3.243 0.588
H -2.333 -3.681 2.159
H -0.611 -3.904 1.834
H -0.744 -0.862 4.730
H 0.256 -2.255 4.325
H -1.468 -2.464 4.602
H 2.211 -1.012 4.224
H 2.962 0.338 3.379
H 3.717 -1.262 3.361
H 1.493 -3.532 2.841
H 3.036 -3.394 2.010
H 1.564 -3.718 1.089
H 4.784 -0.720 1.345
H 6.070 -0.001 -0.654
H 4.840 0.337 -2.810
H 2.399 -0.084 -2.857
Cl -0.485 4.246 -6.655
C -0.223 3.338 -5.196
C -0.269 1.961 -5.224
C -0.067 1.252 -4.051
Cl -0.088 -0.483 -4.166
C 0.174 1.856 -2.797
O 0.327 1.225 -1.662
C 0.242 3.270 -2.855
Cl 0.597 4.148 -1.405
C 0.043 3.999 -4.011
H -0.456 1.431 -6.147
H 0.098 5.077 -3.980
C -2.713 -2.312 -3.087
C -2.893 -1.704 -1.719
O -1.918 -0.672 -1.444
C -2.523 0.526 -0.894
C -3.286 1.312 -1.939
H -3.464 -3.093 -3.220
H -1.732 -2.765 -3.218
H -2.849 -1.561 -3.865
H -2.844 -2.445 -0.921
H -3.875 -1.234 -1.674
H -1.692 1.118 -0.539
H -3.140 0.239 -0.041
H -2.674 1.440 -2.834
H -3.496 2.304 -1.533
H -4.239 0.863 -2.220
Te 0.605 -3.188 -1.564

Cartesian forces, eV/Å:
Ru -0.47 0.27 0.28
C -0.01 0.04 0.01
Si -0.03 -0.01 0.03
C -0.01 0.02 -0.01
C 0.02 0.04 0.03
C 0.09 -0.05 -0.19
Si -0.03 -0.01 0.02
C -0.01 -0.03 -0.02
C 0.02 -0.02 0.03
C -0.02 0.05 0.01
Si 0.04 -0.11 0.00
C -0.06 0.05 0.03
C 0.00 0.00 0.02
C 0.03 0.01 0.00
C 0.00 -0.01 0.00
C 0.01 0.00 0.00
C 0.00 0.00 0.00
C -0.03 -0.02 0.02
N 0.04 0.01 0.08
H 0.01 0.00 -0.01
H -0.01 0.02 -0.04
H -0.02 0.01 -0.03
H 0.01 -0.01 -0.02
H 0.03 -0.02 0.00
H 0.02 0.02 -0.01
H 0.00 0.00 0.00
H 0.01 0.01 0.04
H 0.01 0.02 0.02
H 0.03 0.00 0.01
H 0.01 0.02 0.02
H -0.01 -0.02 -0.02
H -0.04 -0.01 -0.03
H 0.01 0.02 0.01
H -0.05 0.01 0.00
H 0.01 -0.06 0.00
H 0.03 -0.02 -0.03
H 0.00 0.00 -0.02
H 0.00 0.00 -0.01
H -0.01 -0.02 0.02
H -0.01 0.00 -0.01
H 0.00 0.02 0.03
H 0.00 0.00 -0.01
H 0.00 0.02 0.01
H 0.00 0.00 0.00
H 0.00 0.00 0.00
H 0.00 0.00 0.00
H -0.04 0.01 -0.05
Cl 0.00 0.00 0.00
C 0.00 0.00 -0.01
C 0.00 0.01 0.01
C 0.03 -0.03 0.01
Cl 0.11 0.04 0.05
C -0.08 0.04 0.04
O 0.10 -0.07 -0.27
C -0.02 -0.01 -0.02
Cl 0.04 -0.02 0.05
C 0.00 0.01 0.01
H 0.00 0.00 0.00
H 0.00 0.00 0.00
C -0.03 -0.02 -0.04
C -0.02 -0.03 -0.04
O 0.23 -0.05 0.25
C -0.02 0.08 -0.20
C 0.04 0.05 0.00
H 0.00 0.01 0.00
H 0.02 0.00 0.04
H 0.00 0.00 0.01
H 0.09 -0.06 0.00
H -0.01 0.00 0.09
H -0.02 -0.09 0.00
H 0.01 0.03 -0.07
H -0.01 0.01 0.01
H -0.03 0.00 -0.01
H 0.02 -0.06 -0.01
Te -0.02 -0.07 -0.14

Summary:
HOMO energy (spin up / spin down) in eV: -7.08 / -7.92
2S+1: 5


Calculated total energy (hartree)
-3058.3960, -4437.8734, -348.1418, -3755.7596